The following is a quantum chemistry calculation of 2 unconnected molecules or ions with the total composition CH6S, from the OMol25 dataset.

Structure (XYZ):
```
8
Properties=species:S:1:pos:R:3:lowdin_charge:R:1
S -2.417 -0.448 0.124 0.4791
H -2.458 0.478 1.096 -0.2118
H -1.754 0.361 -0.702 -0.2272
C 1.326 -0.063 -0.119 -0.0605
H 1.134 0.807 -0.739 0.0149
H 0.476 -0.319 0.511 -0.0283
H 1.547 -0.925 -0.746 0.0192
H 2.146 0.109 0.575 0.0145
```

Energy above the lowest of the compared OMol25 structures with the same formula, charge and spin: 3.8 kJ/mol
Molecular weight: 50.13 g/mol
E_tot: -439.864277 hartree

---

The following is a quantum chemistry calculation of a molecular structure, C18H18F3N3S at a distorted geometry, from the OMol25 dataset.

Structure (XYZ):
```
43
Properties=species:S:1:pos:R:3:lowdin_charge:R:1
F 6.033 1.422 -0.329 0.2282
C 5.540 0.831 0.641 -0.6448
F 4.871 1.900 1.251 0.0692
F 6.438 0.442 1.445 0.2095
C 4.548 -0.500 0.092 -0.0712
C 3.102 -0.230 0.152 0.0351
C 2.275 -1.348 -0.117 -0.3179
C 2.939 -2.445 -0.612 -0.0360
C 4.271 -2.602 -0.440 -0.0620
C 5.160 -1.601 0.006 -0.0420
H 6.128 -1.470 0.147 0.0873
H 4.666 -3.498 -0.619 0.0639
H 2.367 -3.491 -0.882 0.1721
N 1.004 -1.031 -0.361 -0.0090
C 0.243 -0.032 -0.908 -0.7902
N -1.146 -0.127 -0.425 -0.1325
C -1.936 0.757 -1.011 -0.3586
H -1.589 1.254 -1.913 0.0976
C -3.245 0.423 -1.378 -0.0521
N -3.942 -0.159 0.030 -0.0699
C -5.295 -0.037 0.129 -0.2069
C -5.819 0.092 1.698 0.0187
C -7.052 0.252 1.881 -0.2749
C -8.039 0.309 0.980 0.0238
C -7.541 0.400 -0.749 0.1540
C -6.115 0.103 -0.811 -0.1307
H -5.880 -0.154 -1.836 0.1118
H -8.214 0.477 -1.347 -0.0506
H -9.104 0.337 1.144 0.0609
H -7.334 0.122 2.927 0.1194
H -4.992 0.038 2.312 0.0637
C -2.985 -0.584 0.803 -0.2847
H -2.651 0.337 1.587 0.1864
C -1.710 -1.240 0.255 -0.1071
H -1.985 -2.062 -0.319 0.1155
H -0.948 -1.212 1.101 0.1647
H -3.355 -1.332 1.394 0.0972
H -4.000 1.118 -1.449 0.0888
H -3.280 -0.435 -2.053 0.1350
H -2.162 1.884 -0.263 0.2142
S 1.004 1.219 -1.365 0.8654
H 0.367 -1.936 -0.217 0.1794
H 2.618 0.779 0.317 0.0793
```

Molecular weight: 365.42 g/mol
E_tot: -1558.269470 hartree

---

The following is a quantum chemistry calculation of a molecular structure, C30H37BrN5O2PS2Sc, from the OMol25 dataset.

Structure (XYZ):
```
79
Properties=species:S:1:pos:R:3:lowdin_charge:R:1
Sc -0.357 0.020 -0.689 0.6429
C -4.979 -3.525 -0.919 -0.3811
S -4.248 -2.694 0.500 0.8752
C -3.103 -1.625 -0.252 -1.1131
S -2.236 -0.646 0.904 0.5523
N -2.988 -1.650 -1.548 -0.0429
N -2.003 -0.816 -2.013 -0.1328
C -2.022 -0.529 -3.258 -0.0663
C -0.984 0.376 -3.752 -0.2580
C -0.932 0.800 -5.068 0.0139
C 0.070 1.687 -5.442 -0.0172
C 0.978 2.122 -4.495 -0.0102
C 0.862 1.651 -3.195 -0.0781
N -0.093 0.797 -2.830 0.0169
H -5.704 -4.226 -0.509 0.0391
H -4.226 -4.069 -1.485 0.0292
H -5.483 -2.815 -1.569 0.0415
H -2.790 -0.918 -3.920 0.1457
H -1.661 0.446 -5.783 0.1265
H 0.135 2.034 -6.465 0.1232
H 1.772 2.811 -4.745 0.1224
H 1.552 1.965 -2.420 0.1165
O 3.796 1.146 -1.296 0.0469
C 4.285 1.093 -0.027 -0.2555
C 5.648 1.282 0.171 -0.0020
C 6.177 1.221 1.449 -0.0713
C 5.362 0.954 2.542 -0.0864
C 4.007 0.764 2.339 -0.0414
C 3.450 0.844 1.067 -0.1134
C 1.961 0.709 0.903 -0.3893
O 1.564 0.175 -0.322 -0.3248
N 1.324 2.034 0.986 0.0446
N -0.017 1.934 0.687 -0.0521
C -0.829 2.783 1.185 -0.1750
C -2.213 2.896 0.754 -0.6313
Br -2.561 2.357 -1.034 0.8642
C -3.183 3.440 1.492 -0.0707
C -3.026 3.832 2.897 -0.2284
C -3.602 5.026 3.337 -0.0260
C -3.449 5.430 4.652 -0.0649
C -2.743 4.635 5.547 -0.0692
C -2.197 3.432 5.126 -0.0658
C -2.338 3.029 3.807 -0.0431
H 2.893 0.775 -1.246 0.0434
H 6.276 1.470 -0.689 0.1216
H 7.239 1.370 1.590 0.1092
H 5.782 0.889 3.536 0.1038
H 3.360 0.543 3.183 0.1155
H 1.577 0.069 1.717 0.1337
H 1.508 2.524 1.858 0.1461
H -0.496 3.512 1.924 0.1477
H -4.153 3.610 1.037 0.1210
H -4.159 5.642 2.642 0.1190
H -3.886 6.362 4.983 0.1104
H -2.634 4.948 6.577 0.1095
H -1.675 2.798 5.830 0.1090
H -1.955 2.066 3.490 0.1144
C 1.356 -4.185 1.816 -0.1324
C 0.502 -2.981 1.431 -0.3956
P 0.346 -2.646 -0.364 0.9303
C 2.033 -2.910 -1.030 -0.3826
C 2.209 -2.398 -2.458 -0.1341
C -0.667 -4.066 -0.927 -0.3742
C -0.821 -4.198 -2.439 -0.1370
H 1.322 -4.348 2.893 0.0779
H 2.400 -4.043 1.537 0.0693
H 1.003 -5.099 1.338 0.0664
H 0.878 -2.075 1.913 0.0641
H -0.525 -3.092 1.791 0.0700
H 2.303 -3.966 -0.960 0.0916
H 2.704 -2.366 -0.360 0.0820
H 1.650 -2.994 -3.179 0.0575
H 3.259 -2.425 -2.748 0.0829
H 1.877 -1.361 -2.550 0.0424
H -1.642 -3.936 -0.448 0.0554
H -0.240 -4.984 -0.515 0.0824
H -1.105 -3.252 -2.902 0.0471
H -1.596 -4.926 -2.677 0.0766
H 0.102 -4.542 -2.905 0.0648
```

Energy above the lowest of the compared OMol25 structures with the same formula, charge and spin: 22.6 kJ/mol
Net charge: +1
Molecular weight: 719.63 g/mol
E_tot: -6062.042837 hartree

---

The following is a quantum chemistry calculation of a molecular structure, C11H22BeFNO6PS at a distorted geometry, from the OMol25 dataset.

Structure (XYZ):
```
44
Properties=species:S:1:pos:R:3:lowdin_charge:R:1
Be 0.879 0.602 4.636 0.7252
F 0.944 0.304 0.296 -0.3637
C 3.053 5.540 -2.392 -0.2412
C 4.472 5.044 -2.653 -0.2130
C 4.944 4.148 -1.441 -0.1821
S 4.224 5.052 0.034 0.7331
O 5.139 6.158 0.476 -0.3597
O 3.783 4.080 1.022 -0.3648
C 2.780 5.746 -0.916 -0.2051
H 2.397 4.802 -2.854 0.1089
H 2.841 6.449 -2.953 0.1148
H 5.122 5.902 -2.825 0.1099
H 4.533 4.497 -3.594 0.1081
H 5.914 3.693 -1.242 0.1026
H 4.367 3.224 -1.471 0.0897
H 2.773 6.797 -0.627 0.0994
H 1.877 5.222 -0.604 0.0990
C -0.046 -5.991 1.805 -0.1225
O -0.594 -6.691 2.926 -0.2060
P -1.285 -5.968 4.191 0.4708
O -0.965 -4.485 4.267 -0.2988
O -0.891 -6.689 5.593 -0.2059
C 0.476 -6.825 5.968 -0.1153
O -2.849 -6.322 4.018 -0.2296
C -3.658 -5.739 2.963 -0.0737
H -0.098 -4.931 1.557 0.0859
H -0.709 -6.350 1.017 0.0825
H 0.950 -6.161 1.395 0.0860
H 0.819 -7.710 6.503 0.0898
H 0.602 -6.001 6.670 0.0884
H 1.262 -6.677 5.228 0.0861
H -4.612 -5.295 3.249 0.0891
H -3.809 -6.659 2.399 0.0923
H -3.145 -5.014 2.331 0.0820
N -4.240 1.903 -3.566 0.0571
C -5.255 2.663 -4.087 -0.0080
C -4.755 3.426 -5.182 -0.0225
C -3.411 3.080 -5.294 -0.0398
C -3.090 2.205 -4.232 -0.0189
H -4.357 1.120 -2.938 0.1720
H -6.275 2.523 -3.760 0.1317
H -5.288 4.096 -5.841 0.1161
H -2.697 3.489 -5.994 0.1158
H -2.124 1.746 -4.079 0.1340
```

Net charge: +1
Molecular weight: 355.35 g/mol
E_tot: -1792.062547 hartree